Entry 1:
62
Properties=species:S:1:pos:R:3:lowdin_charge:R:1 method="wB97M-V/def2-TZVPD" charge=+2 e_lumo_ev="-8.17 / -7.98" gap_ev="6.105 / 6.314" energy_ha=-6364.26010 largest_force_ev_per_a=0.3 relative_energy_kcal_mol=105.3 multiplicity=4 s2=3.826
H 5.16475 2.69735 -1.68699 0.132
C 1.01386 -1.63734 -1.58392 -0.258
C 4.40152 0.89197 -2.47299 0.028
C -0.18285 -5.51140 0.37429 -0.092
H 3.00767 3.32999 -0.55290 0.128
O 5.17670 -3.89132 -5.73591 0.145
H 1.37350 -3.40247 6.31665 0.124
C 3.21487 -0.01343 -2.63150 -0.105
Mn 0.66437 -0.21344 0.25614 1.003
C 4.56939 -2.13668 -2.79470 0.104
O 2.80825 -0.92985 0.16891 0.024
O -0.27992 -2.47025 -3.39891 0.120
H 2.30195 -3.28547 -1.76541 0.169
C 3.10550 2.41676 -1.11936 -0.032
F -3.20354 2.00751 1.65025 0.307
C 1.25668 0.97039 2.62608 -0.438
H 0.40025 -2.99582 2.17051 0.085
N 2.01323 1.60872 -1.16623 0.158
S 1.67502 1.06453 4.25184 1.208
H 5.32041 0.62058 -2.97569 0.137
H 1.47382 -4.45052 -0.41775 0.111
C 3.41939 -1.47837 -2.09622 -0.187
C -1.49475 -5.44131 0.83182 -0.674
N 0.28411 -1.94331 -0.58381 0.119
H 0.64717 -4.37737 4.17785 0.120
Br -2.32430 -6.98577 1.49427 0.849
F -2.99799 -0.23613 2.05877 0.269
N 0.58288 -2.73652 -4.22893 -0.304
H 1.21618 1.85720 2.00401 0.107
C 1.27965 -2.76643 5.44772 -0.036
H 2.97088 -0.14798 -3.69568 0.188
N 5.46766 -3.31812 -4.71486 -0.339
C 1.41851 -0.64211 4.40828 -0.424
C 2.99785 -2.86762 -4.53669 0.131
H 2.87155 -3.16478 -5.57031 0.157
N 0.93551 -0.22469 2.17380 -0.077
H 5.57963 -2.04220 -2.41833 0.151
C 1.96197 -2.61558 -3.74659 -0.057
F -0.87838 0.50176 0.25580 -0.247
C 2.13932 -2.33195 -2.27632 -0.042
C 4.30688 2.04351 -1.76617 -0.016
O 4.79764 -1.62944 -0.18640 0.230
H -2.08980 -2.14887 0.33403 0.123
H -3.20618 -4.19149 1.17688 0.122
O 6.56403 -3.18463 -4.23155 0.134
C 2.06534 0.57078 -1.90937 -0.246
C 0.86943 -3.32012 4.22818 -0.033
C 4.32595 -2.74388 -3.95047 -0.063
C -1.56719 -3.09704 0.34015 0.009
C 1.01548 -1.18775 3.18578 -0.258
N 3.71420 -1.35424 -0.58386 -0.222
C -0.26042 -3.17361 -0.13303 -0.256
C -2.18859 -4.23686 0.81523 -0.075
F -1.50209 1.22396 2.95553 0.244
O 0.40117 -3.03445 -5.37269 0.186
C 1.55744 -1.42150 5.55410 -0.048
H 0.34876 -6.45205 0.40507 0.117
C 0.44025 -4.37552 -0.11060 -0.014
C 0.73297 -2.54932 3.09391 0.012
B -2.57994 1.00586 2.20911 -0.870
O 0.92970 -0.25576 -1.76650 0.042
H 1.86865 -0.98453 6.49268 0.126

=====

Entry 2:
96
Properties=species:S:1:pos:R:3:lowdin_charge:R:1 method="wB97M-V/def2-TZVPD" charge=-1 e_lumo_ev=2.24 gap_ev=5.617 energy_ha=-6454.46053 largest_force_ev_per_a=7.1 relative_energy_kcal_mol=0.0 multiplicity=1
H 1.99820 2.94731 -0.97300 0.125
H 2.97295 1.02984 -2.90526 0.104
H -1.95341 5.11284 6.56709 0.066
H 3.08987 -5.53022 2.16587 0.098
C 1.39087 0.93994 2.85446 -0.382
H -4.10757 -2.82587 -0.91693 0.096
H -4.14939 -3.03608 -2.67483 0.071
C -3.99034 2.56465 -4.95623 -0.073
C 1.03063 1.87012 -2.55882 -0.167
C -3.13154 0.47821 -5.97905 -0.054
H -0.10646 -0.19564 -0.99587 0.034
C 5.71874 0.88949 5.06991 -0.091
H 2.62062 -1.08678 -2.09880 0.097
C 2.18275 -2.37493 3.00272 -0.093
H -0.37261 -2.76143 -0.58417 0.076
C -1.90698 -2.00208 4.22923 -0.937
O -2.14430 3.43593 5.35379 -0.271
C 2.22531 -3.76396 3.02430 -0.082
H 3.51429 0.28405 -0.43075 0.086
H -3.00346 3.03091 -5.03300 0.085
C -2.61143 1.62599 -2.61348 -0.081
Si 2.92141 0.23948 2.06376 0.649
H -1.90926 -2.75613 0.32118 0.071
C 1.92597 0.72895 -3.02274 -0.183
H -4.53351 2.78697 -5.87962 0.081
N 1.49785 0.98107 -0.19475 -0.271
C -3.87146 1.05038 -4.76025 -0.559
H -3.62519 4.73320 6.02243 0.067
C 1.02014 -0.26983 -0.85296 -0.220
C 5.54204 1.39971 2.35297 -0.099
H 4.50444 -4.26682 0.57635 0.098
Cl -1.24215 -0.82019 3.08557 0.643
H -1.38708 -4.19794 -0.54369 0.085
C 4.58638 0.51447 4.36197 -0.091
O -2.19794 0.93543 1.39378 -0.813
H -3.65660 0.73682 -6.90543 0.080
C 2.89695 0.88828 0.23925 -0.199
H -1.91227 -3.04428 -3.99506 0.073
C -2.92966 -0.66645 -3.16418 0.005
Br -1.28629 2.65001 -0.34378 1.111
C -1.40863 -3.10112 -0.58377 -0.051
H 7.49492 2.27315 2.54605 0.097
C -2.66304 4.31982 6.32723 -0.175
H 1.51881 -1.87040 3.69575 0.079
H 1.24281 2.77020 -3.14103 0.116
C -3.56631 -3.23996 -1.77209 -0.048
H 1.60584 -4.31238 3.72398 0.101
H 5.50741 1.61164 1.28922 0.092
C 6.76796 1.52496 4.41841 -0.102
H 1.42841 1.97165 3.22299 0.002
H -2.82451 3.73035 7.23258 0.077
H 3.78455 0.01427 4.89606 0.105
Cl -2.43518 -3.48360 3.41079 0.499
C -5.29409 0.47287 -4.70816 -0.052
C -2.15222 -2.64357 -1.84674 -0.514
C 6.67826 1.77899 3.05924 -0.098
O -1.07466 -0.49640 -0.03182 -0.364
H -1.33070 -4.33473 -2.94564 0.083
H 7.65279 1.81810 4.97037 0.097
H -2.11687 0.88374 -6.03395 0.087
H -0.39270 -2.83886 -3.11108 0.069
H -2.72481 2.68492 -2.80157 0.098
H 0.32091 2.65941 -0.68371 -0.178
H -5.83693 0.87432 -3.84791 0.092
C 3.85019 -3.73785 1.25926 -0.093
H -2.76046 -1.55200 4.72447 0.034
C 3.05725 -4.44754 2.15107 -0.096
S -2.09363 5.52925 3.71383 0.458
C 4.47664 0.76371 2.99258 -0.238
S -1.23770 2.70155 3.11390 0.597
C -1.74243 -0.14516 -1.14011 -0.323
Pb -0.24821 0.94600 1.37320 0.886
C 2.97050 -1.64536 2.11151 -0.242
H -4.53903 3.02693 -4.13062 0.088
C 1.22301 2.17888 -1.06897 -0.268
C 3.80785 -2.35093 1.24393 -0.099
C 1.67080 -0.54698 -2.21595 -0.153
H 1.77499 0.53280 -4.08714 0.105
H 1.00952 -1.21195 -2.77515 0.092
H 5.78465 0.68369 6.13152 0.099
C -3.11925 0.67608 -3.48193 -0.178
H -3.06074 -0.61183 -5.93553 0.074
C -1.40465 -3.24678 -3.04739 -0.047
H -1.14756 -2.26318 4.96069 0.021
H -5.84873 0.73155 -5.61712 0.080
C -1.93874 1.24670 -1.46772 -0.402
H -3.32988 -1.40465 -3.84798 0.097
H -3.51847 -4.32809 -1.65615 0.081
H 3.34977 1.88107 0.29343 0.083
H 1.16513 -1.13379 -0.20067 0.120
H 4.44589 -1.82490 0.53989 0.099
H 1.00669 0.43739 3.76730 -0.001
C -1.84172 3.91515 4.11588 -1.321
H -5.28656 -0.61723 -4.62751 0.075
C -2.25994 -1.11478 -2.02741 -0.060
H -0.00772 1.60951 -2.75234 0.085

=====

Entry 3:
24
Properties=species:S:1:pos:R:3:lowdin_charge:R:1 method="wB97M-V/def2-TZVPD" e_lumo_ev=0.11 gap_ev=10.827 energy_ha=-611.44868 largest_force_ev_per_a=2.2 relative_energy_kcal_mol=84.0 multiplicity=1
H 4.54740 1.88418 -1.17155 0.031
O 3.31056 -1.40489 -0.14133 -0.079
H -0.52440 -0.03492 -0.71837 0.039
H 3.42999 -1.75140 2.42721 0.057
H -1.40989 -3.79786 -0.66573 0.042
H -0.30803 -2.75102 -0.67418 0.017
H 2.40276 -0.66680 2.70738 0.065
O 0.21075 -0.15863 -1.32930 -0.040
O -1.24730 -2.86423 -0.48993 -0.060
H 2.41744 -1.62044 0.14998 0.021
H -0.08991 4.69236 -1.00473 0.033
O -3.97454 2.32363 1.89356 -0.062
H 3.80785 0.98724 -0.19245 0.003
H 0.88102 -0.60751 -0.80182 0.003
O -0.66033 3.91731 -0.95074 -0.059
H -4.05271 1.97777 0.99731 0.029
H -1.44953 4.17230 -1.44180 0.027
H -5.16411 -2.31658 -1.06163 0.032
H 3.87921 -1.88954 0.46756 0.034
H -3.84132 -1.64234 -0.73658 0.025
O 3.03602 -0.96026 2.04266 -0.064
O -4.38375 -2.40395 -0.50270 -0.064
O 3.71418 1.80525 -0.69353 -0.062
H -4.53135 3.11036 1.89073 0.032

=====

Entry 4:
14
Properties=species:S:1:pos:R:3:lowdin_charge:R:1 method="wB97M-V/def2-TZVPD" e_lumo_ev=0.81 gap_ev=8.832 energy_ha=-705.53979 largest_force_ev_per_a=6.6 relative_energy_kcal_mol=54.3 multiplicity=1
C -0.53414 -1.08870 0.25662 -0.029
H 0.91300 2.22111 -0.03654 0.088
C -1.72974 0.97001 -0.13333 -0.001
O -2.50660 -0.16663 -0.26080 -0.035
C -1.90378 -1.27051 0.11837 -0.151
H 2.99054 1.54092 0.30251 0.051
C 0.91449 1.14668 0.14003 -0.142
H -2.40306 -2.21272 -0.20289 0.142
H 1.63291 -1.54836 -0.15716 -0.079
H 0.01650 -1.95976 0.41571 0.058
H -2.04933 1.91462 -0.45601 0.108
S 2.88939 -0.75816 -0.18128 0.720
C 2.22139 0.82015 0.07446 -0.580
C -0.45156 0.39137 0.12030 -0.151

=====

Entry 5:
109
Properties=species:S:1:pos:R:3:lowdin_charge:R:1 method="wB97M-V/def2-TZVPD" charge=+1 e_lumo_ev=-2.79 gap_ev=7.870 energy_ha=-4572.46258 largest_force_ev_per_a=2.8 multiplicity=1
H 3.37976 3.15746 5.15237 0.097
H -2.25302 -0.57738 4.36511 0.094
C 2.31924 3.22063 4.93977 -0.009
C 2.22131 2.98346 -1.75471 -0.141
H 2.18401 1.89700 -1.68177 0.108
O -1.88296 2.98333 2.92370 -0.124
H -3.34783 -0.92027 1.82585 0.081
O -1.23341 1.87844 5.20308 -0.117
H -0.74753 5.77945 1.93323 0.130
H 4.21985 -0.28425 -5.99599 0.102
H 5.78897 -2.61759 -6.22391 0.115
H -6.60620 -4.79457 -1.10305 0.116
H 5.06938 -1.14603 -8.79334 0.115
C -5.19154 -3.21749 -1.50785 -0.220
H 3.27568 -2.64298 1.17088 0.077
H -6.54452 -4.34129 -2.80892 0.114
H 2.08552 4.15710 4.45019 0.062
C -2.50946 -1.31374 2.39452 -0.464
N -1.93122 1.53883 -1.07919 0.078
H -8.51911 -3.27806 -1.25799 0.114
H 0.88320 4.30281 -2.87865 0.115
H -4.84397 -2.66940 -2.39085 0.117
H 0.44531 1.10036 -0.51523 0.152
C 0.66049 2.33763 -3.71671 -0.305
H 6.13094 -0.58664 -7.49750 0.112
H 2.11919 1.92188 0.50009 0.139
S -2.93181 -2.84965 3.24572 0.937
O -5.47815 -2.26765 -0.47570 -0.164
C 1.28885 3.11068 2.03362 -0.070
F 3.00068 1.43516 3.61372 -0.009
C -0.52600 0.99713 1.25491 -0.108
H 2.47297 0.49302 1.76274 0.071
C -2.01280 -4.03853 2.28765 -1.061
N 0.10329 1.80939 0.13873 0.021
C 5.21678 -1.13804 -7.71118 -0.166
H -0.30710 -3.19504 4.33876 0.102
H -0.38779 2.62830 -3.70639 0.085
H 1.85867 6.24615 1.89802 0.118
C 1.85502 1.97045 4.19364 -0.334
C 1.52182 3.44055 -3.04733 -0.193
C -0.57381 -5.99022 2.75907 -0.086
H -2.56570 3.56038 3.29670 0.119
N -1.00167 -4.68717 2.96538 -0.145
Cl -0.21595 0.74164 -6.07640 0.420
C 0.36319 0.75648 2.45175 -0.376
H 1.91634 -4.02748 -0.31720 0.076
C -0.97644 2.52855 -0.58873 -0.168
C -6.89536 -2.16914 -0.29742 -0.207
H -7.17818 -1.11751 -0.23326 0.113
C 1.28251 2.61071 0.57163 -0.207
H -7.62334 -2.19680 -2.32950 0.113
C 1.68522 -4.03837 0.74362 -0.153
H -4.39406 -3.88206 -1.17638 0.056
C 3.97883 -0.57305 -7.01993 -0.189
N 0.69568 -5.07176 4.38517 0.083
S 1.27774 -1.34538 0.80620 0.934
C -6.49119 -3.95544 -1.79258 -0.165
H -0.61244 3.08621 -1.44071 0.110
H 3.27103 3.23035 -1.87133 0.120
C 0.45118 -6.22038 3.62502 -0.110
H -2.44745 0.69650 3.20929 0.084
H 2.35291 -1.77694 -6.17957 0.108
H 2.34703 3.22053 2.24908 0.148
H 2.57009 4.20796 -0.04825 0.136
H 2.12559 -2.85183 2.48547 0.068
H 1.02629 -7.11623 3.74804 0.102
H -0.12260 -1.24602 3.10189 0.080
O 0.84635 3.32836 -6.12113 -0.308
H 0.89544 4.32268 -0.74276 0.105
H -0.51036 1.83220 5.84249 0.089
H -1.47949 3.23425 0.06272 0.133
P -0.73287 2.85312 4.00797 0.577
C -0.41669 -0.23878 3.37956 -0.147
B 0.75125 4.62585 2.04235 -0.710
H 1.82195 3.25981 5.90473 0.081
C 3.05042 -1.77875 -7.01951 -0.211
C 5.24607 -2.56308 -7.17402 -0.205
H 2.12509 -4.89956 1.23267 0.080
C -1.95310 -0.25335 3.37233 -0.243
C 1.71221 3.67733 -0.44045 -0.103
H 0.72509 1.40028 -3.17181 0.096
H -0.88997 0.08514 0.80456 0.093
H -1.74771 -1.57581 1.66351 0.038
H -7.15910 -2.65800 0.64646 0.118
O 3.88530 -2.93467 -6.93759 -0.140
H -0.97010 -6.66794 2.02932 0.111
H 1.52003 1.24770 4.93920 0.136
N -0.47168 4.26839 4.58806 -0.099
H -0.01163 -0.12317 4.37898 0.109
H 2.47324 -1.83545 -7.94932 0.119
H 3.54982 0.29058 -7.52235 0.104
C -7.53090 -2.88162 -1.48363 -0.168
O 1.55780 5.62177 2.56505 0.154
O 2.42537 1.57152 -5.44647 -0.316
H -0.58104 4.34235 5.58825 0.024
H 0.60391 -4.06390 0.83814 0.022
H -1.42847 1.53346 1.51926 0.105
C 2.22438 -2.77215 1.40469 -0.499
O -0.44789 4.97833 1.48505 0.156
S 1.11581 2.12696 -5.41206 0.308
S -2.38874 -4.31166 0.74478 0.784
H 1.94419 -0.61415 2.96097 0.092
C 1.61362 -0.08833 2.07051 -0.403
C -0.18184 -4.19944 3.97791 -0.182
H -2.16084 1.74804 -2.04074 0.082
C 0.74060 2.13630 3.13309 -0.254
H -2.80071 1.60569 -0.56700 0.093
H 5.69640 -3.27113 -7.86979 0.117
H 2.24685 3.75671 -3.79108 0.108

=====

Entry 6:
14
Properties=species:S:1:pos:R:3:lowdin_charge:R:1 method="wB97M-V/def2-TZVPD" e_lumo_ev=1.14 gap_ev=10.263 energy_ha=-191.61341 largest_force_ev_per_a=4.9 relative_energy_kcal_mol=52.7 multiplicity=1
C 1.79480 -1.05404 0.50055 -0.160
H -1.52213 2.48242 -0.39614 0.060
H 0.94075 -1.21561 1.04831 0.021
N 1.22745 -0.61415 -0.80788 -0.065
H -1.49692 0.29877 1.47026 0.057
H -1.42123 -0.51832 -0.07623 0.045
H -1.14098 1.10056 -1.46242 0.154
H -2.98649 0.44627 0.75362 0.107
C -1.81079 0.40663 0.37096 -0.277
H 2.53197 -0.55613 1.08780 0.054
H 0.98962 0.33933 -0.75464 -0.006
H 1.86123 -0.55824 -1.60617 0.057
H 2.16921 -2.06741 0.19942 0.085
N -1.13648 1.50991 -0.32746 -0.131

=====

Entry 7:
32
Properties=species:S:1:pos:R:3:lowdin_charge:R:1 method="wB97M-V/def2-TZVPD" charge=-1 e_lumo_ev="2.18 / 0.06" gap_ev="6.615 / 4.485" energy_ha=-1964.05222 largest_force_ev_per_a=9.9 multiplicity=2 s2=0.757
N 1.22066 1.42590 0.04755 -0.374
C 0.33751 -3.22117 0.72099 -0.374
C -2.72865 0.50764 -2.08239 -0.358
H -2.36906 1.06738 2.49459 0.094
O -0.38974 -0.36081 -2.69012 -0.427
C -1.84594 0.12497 2.65678 -0.140
O -0.58661 0.29573 2.08242 -0.198
O -2.40992 0.53137 -0.67185 -0.429
H 0.72607 -3.06763 1.72775 0.094
O 2.42810 3.42302 -1.01051 -0.263
H 1.54864 -3.78501 -0.92774 0.133
O 1.67199 -1.75709 -0.93467 -0.106
O 0.93663 3.83351 0.94918 -0.269
H -1.89272 -0.17201 3.70450 0.087
Y -0.18075 -0.25574 -0.24503 1.580
O -0.73714 -2.36856 0.63752 -0.336
S 2.83770 1.41429 0.73751 0.604
H -3.24616 1.45682 -2.22149 0.080
F 0.13063 3.13313 -1.13735 -0.186
C -1.50647 0.47017 -3.06921 -0.374
O 3.86791 1.07420 -0.21837 -0.241
S 1.35715 2.95192 -0.12229 0.446
O 3.13458 2.20706 1.91202 -0.245
C 1.59486 -2.97549 -0.19929 -0.230
H -0.06972 -4.22711 0.82274 0.102
H -0.04998 0.74507 2.73947 0.108
H -3.42316 -0.29072 -2.34386 0.078
H -2.43180 -0.63846 2.14489 0.087
H -1.87476 0.14631 -4.04265 0.081
F 2.52959 -0.02289 1.39410 -0.215
H -1.15298 1.50091 -3.09606 0.071
H 2.57355 -3.16672 0.24085 0.118

=====

Entry 8:
41
Properties=species:S:1:pos:R:3:lowdin_charge:R:1 method="wB97M-V/def2-TZVPD" charge=+2 e_lumo_ev="-7.79 / -7.72" gap_ev="7.082 / 7.212" energy_ha=-1338.92723 largest_force_ev_per_a=1.2 relative_energy_kcal_mol=7.5 multiplicity=1
H 2.33022 0.23993 -1.10203 0.106
C 1.76186 -0.76927 1.54658 -0.319
N -0.88543 1.81630 -1.51160 -0.213
N -2.39328 -0.22755 2.23028 0.023
C 0.86597 -1.80313 1.90397 -0.154
H -2.27045 -1.01749 -2.81443 0.140
C 1.37963 1.50893 -2.43623 -0.189
H -0.17615 2.76010 -3.28686 0.138
S -1.45109 2.12638 1.33011 0.746
H -0.69993 -1.72977 -0.99671 0.129
N -1.16442 -0.82010 -0.99995 -0.059
H -4.31107 1.05966 3.23947 0.134
C 2.69087 -3.38208 1.71777 -0.030
H 3.78277 -0.22680 1.06833 0.131
H 2.22635 2.01109 -2.90671 0.139
C 3.55741 -2.34832 1.35915 -0.021
C -0.51400 -1.52931 2.26976 -0.025
O 1.34206 0.53903 1.46877 -0.276
C -1.48277 -0.39566 -2.38798 -0.172
C 3.10636 -1.04475 1.27924 -0.005
C -2.61527 1.04853 2.14225 -0.752
H 4.59949 -2.56449 1.16690 0.128
N -3.70444 1.61122 2.65085 0.132
N -1.13984 -0.52744 1.75747 -0.225
H -3.86851 2.60126 2.58570 0.111
H -2.02598 1.50287 -3.29175 0.139
C 1.37094 -3.11208 2.00652 -0.001
H -1.01280 -2.13702 3.01981 0.158
C 0.20050 2.44810 -2.31099 -0.157
H 1.14193 0.63808 -3.04551 0.112
H -2.85027 1.14435 -1.77750 0.135
N 1.70749 1.04683 -1.07122 -0.049
Mo -0.10288 0.59392 0.29274 1.415
H -2.04248 -0.97889 -0.49695 0.114
H 0.51005 3.34906 -1.77688 0.138
H -0.58956 -0.53233 -2.99458 0.112
H 3.06336 -4.39384 1.79145 0.126
H 2.23479 1.76367 -0.57260 0.118
H 0.70851 -3.90882 2.31832 0.131
C -1.89513 1.06199 -2.30227 -0.158
H -1.38482 2.57785 -1.06265 0.049